No. 1
Computed, not measured: a single C20H27N5S molecule, with wB97M-V/def2-TZVPD.

Geometry as XYZ:
```
53
Properties=species:S:1:pos:R:3:forces:R:3:lowdin_charge:R:1
S -1.820 -2.720 -1.703 -0.51 -0.21 -0.08 0.969
N 2.014 -2.452 -1.562 1.02 0.43 0.28 0.096
N -0.165 -1.019 -0.561 0.36 0.27 0.19 0.160
N -3.180 0.942 -0.688 -0.03 0.07 -0.13 -0.181
N 0.787 -2.821 -1.804 -0.72 -0.72 -0.48 -0.004
N 1.485 0.435 0.376 -0.02 -0.01 -0.04 0.023
C 0.712 0.120 4.731 0.18 0.09 -0.15 -0.110
C -2.940 3.319 -0.189 -0.19 0.05 -0.30 -0.188
C 2.200 -1.371 -0.829 -1.00 0.24 0.19 -0.143
C -4.742 1.988 0.871 -0.20 0.03 -0.24 -0.184
C 5.588 0.038 0.064 0.17 -0.08 -0.06 -0.090
C -2.830 2.232 -1.254 0.22 0.16 0.16 -0.210
C 0.581 1.346 1.034 -0.45 0.06 0.33 -0.123
C 1.076 -0.643 -0.323 0.05 -0.91 -0.66 -0.206
C 3.749 1.344 0.952 -0.05 0.09 0.06 -0.017
C -2.846 -1.479 -0.843 0.36 -0.24 -0.30 -0.463
C 2.873 0.443 0.371 0.59 -0.29 -0.25 -0.151
C -0.231 -2.122 -1.315 -0.02 0.68 0.46 -0.664
C 1.224 0.684 3.411 -0.28 -0.10 0.02 -0.267
C -2.899 -0.153 -1.597 0.13 -0.03 0.07 -0.275
C 0.102 0.802 2.382 0.37 0.15 -0.08 -0.183
C -4.559 0.950 -0.232 0.02 -0.02 0.34 -0.201
C 5.106 1.125 0.789 -0.06 0.04 0.02 -0.081
C 3.359 -0.662 -0.371 0.27 0.22 0.15 -0.096
C -4.362 3.371 0.357 0.19 -0.10 0.21 -0.209
C 4.723 -0.865 -0.523 -0.12 0.12 0.08 -0.011
H -0.063 0.760 5.146 -0.10 0.03 0.09 0.072
H -5.049 3.667 -0.439 -0.05 0.06 -0.02 0.112
H -0.675 1.468 2.764 -0.10 0.00 0.00 0.114
H 5.806 1.814 1.236 0.05 0.06 0.04 0.103
H -0.350 -0.178 2.217 -0.11 -0.01 -0.01 0.113
H -1.915 0.033 -2.034 -0.13 -0.01 -0.02 0.095
H 1.521 0.047 5.454 0.02 -0.04 0.13 0.069
H -2.250 3.089 0.624 0.10 0.01 0.03 0.100
H -3.826 -1.944 -0.750 -0.01 -0.05 0.05 0.066
H -2.407 -1.320 0.140 -0.15 0.00 0.02 0.070
H -4.803 -0.041 0.156 -0.06 0.00 -0.05 0.114
H -0.285 1.471 0.377 0.09 0.10 0.01 0.108
H -4.096 1.723 1.710 -0.01 -0.05 0.08 0.112
H -5.777 1.976 1.215 -0.01 -0.03 0.06 0.109
H 6.654 -0.096 -0.038 0.09 -0.01 -0.01 0.100
H -3.483 2.489 -2.109 0.04 -0.01 -0.02 0.128
H -3.630 -0.217 -2.422 0.05 0.03 0.01 0.126
H 3.393 2.190 1.520 -0.04 0.08 0.07 0.105
H -2.657 4.281 -0.621 0.06 0.02 0.02 0.110
H -5.252 1.172 -1.066 0.01 -0.05 0.00 0.129
H 0.293 -0.873 4.585 -0.06 -0.11 0.03 0.074
H -4.436 4.110 1.158 -0.06 0.05 -0.03 0.107
H -1.802 2.179 -1.623 -0.05 -0.02 -0.05 0.114
H 5.081 -1.710 -1.089 0.07 -0.09 -0.06 0.117
H 1.661 1.670 3.585 0.10 0.03 -0.05 0.108
H 1.084 2.307 1.160 -0.05 -0.03 -0.08 0.126
H 2.011 0.033 3.023 0.07 0.06 -0.02 0.107
```
Positions in Å, forces in eV/Å.

The multiplicity is 1. The SMILES is CCCCn1c2ccccc2c2nnc(SCCN3CCCCC3)nc21.



No. 2
Computed, not measured: a molecular structure, C20H28AuN3O4S3, with wB97M-V/def2-TZVPD.

Geometry as XYZ:
```
59
Properties=species:S:1:pos:R:3:forces:R:3:lowdin_spin:R:1
Au -0.058 0.104 -1.597 -0.16 -0.31 0.00 0.001
S -0.467 -2.167 0.717 0.14 0.10 0.13 0.000
S 1.749 -2.455 -2.980 -0.01 -0.28 -0.04 0.000
S 4.059 -0.837 2.376 -0.33 0.04 -0.02 -0.010
O 4.329 -0.045 3.539 0.05 0.02 -0.01 0.007
O 2.634 -1.234 2.228 0.03 -0.03 0.15 0.211
O 4.992 -1.861 2.001 0.05 -0.06 -0.04 0.003
O -1.872 -2.315 0.244 -0.02 0.07 -0.04 0.000
N -2.951 2.961 -0.247 -0.02 0.01 0.02 0.000
N -1.149 1.573 -0.683 0.11 0.08 -0.05 0.000
N 2.655 2.435 -2.243 0.23 0.31 -0.09 0.190
C -0.421 -2.574 2.462 -0.14 -0.08 0.00 0.000
C 4.132 -0.229 -0.306 0.04 -0.01 0.02 0.051
C -2.993 1.568 -2.255 0.02 0.03 -0.01 0.000
C 3.274 1.520 1.199 0.03 -0.10 -0.06 0.052
C 2.923 2.275 0.126 0.01 0.03 0.00 0.060
C 2.529 -4.713 -0.238 -0.04 0.00 -0.02 0.000
C 0.451 -3.576 0.102 0.05 -0.01 -0.04 0.000
C -2.377 3.389 1.033 -0.01 -0.02 0.02 0.000
C 3.144 1.775 -1.189 -0.24 -0.12 0.00 0.135
C 3.796 0.527 -1.383 0.03 -0.02 -0.03 0.071
C 0.510 -5.525 -1.279 0.02 0.00 0.00 0.000
C -5.406 2.882 0.191 0.00 0.00 0.00 0.000
C 1.819 -3.670 0.339 0.03 -0.03 0.10 0.000
C -2.489 2.343 2.140 0.00 0.00 -0.01 0.000
C 3.868 0.247 0.998 0.08 0.09 0.04 0.221
C -2.328 2.059 -1.005 -0.04 -0.11 0.05 0.000
C 0.924 -1.342 -2.417 0.09 0.41 0.06 0.000
C -4.267 3.516 -0.593 0.00 0.00 0.01 0.000
C -0.214 -4.490 -0.697 0.01 0.04 -0.07 0.000
C 1.877 -5.634 -1.053 -0.03 0.00 -0.02 0.000
H 2.263 3.355 -2.128 -0.03 -0.01 -0.02 0.004
H 3.111 1.854 2.216 0.01 0.00 0.01 0.000
H -3.060 2.364 -2.998 0.00 0.00 0.00 0.000
H -1.337 3.688 0.872 0.00 0.00 0.00 0.000
H -6.359 3.277 -0.158 0.00 0.01 0.00 0.000
H 3.589 -4.814 -0.041 0.00 0.02 0.01 0.000
H -0.917 -3.534 2.603 0.02 0.01 0.01 0.000
H -4.429 3.406 -1.661 0.00 -0.01 0.00 0.000
H -1.951 2.683 3.025 0.00 0.01 0.00 0.000
H -2.078 1.379 1.841 0.01 0.00 0.00 0.000
H 4.002 0.189 -2.392 -0.02 0.02 -0.01 0.001
H -3.529 2.182 2.417 0.00 -0.01 -0.01 0.000
H -4.220 4.588 -0.398 0.00 0.00 -0.01 0.000
H -0.959 -1.784 2.982 0.00 0.00 0.02 0.000
H -1.278 -4.372 -0.861 0.00 -0.01 0.00 0.000
H 2.433 -6.448 -1.499 0.00 0.00 0.00 0.000
H 2.881 2.150 -3.181 -0.03 -0.04 0.00 0.004
H -2.905 4.296 1.324 0.01 0.00 0.00 0.000
H 2.316 -2.954 0.987 -0.02 -0.02 -0.09 0.000
H 0.005 -6.251 -1.902 0.00 0.00 0.00 0.000
H -0.781 1.921 0.191 0.01 -0.01 0.01 0.000
H -4.001 1.215 -2.041 0.00 -0.01 0.00 0.000
H -2.422 0.746 -2.676 0.00 0.00 0.00 0.000
H -5.328 3.100 1.256 0.00 -0.01 0.00 0.000
H 0.615 -2.597 2.791 0.08 0.02 0.00 0.000
H -5.416 1.799 0.063 0.00 0.00 0.00 0.000
H 2.472 3.253 0.250 -0.01 -0.01 -0.01 0.001
H 4.611 -1.194 -0.410 0.00 0.00 0.02 0.000
```
Positions in Å, forces in eV/Å.

The total charge is +1. Its expectation value of S² is 0.771. The multiplicity is 2.



No. 3
Computed, not measured: a molecular structure, C20H28Cl5O6STi, with wB97M-V/def2-TZVPD.

Geometry as XYZ:
```
61
Properties=species:S:1:pos:R:3:forces:R:3:lowdin_spin:R:1
Ti -0.646 -0.002 0.601 2.17 -2.20 1.40 1.689
Cl -6.367 -2.175 3.086 0.01 -0.01 -0.04 0.011
Cl -3.531 -2.758 4.289 -0.02 0.02 -0.02 -0.004
Cl -4.119 0.529 -0.960 0.02 0.19 -0.29 0.006
Cl -6.593 -0.561 0.434 -0.03 -0.01 0.03 -0.005
Cl -1.009 -1.675 2.819 0.13 -0.48 0.44 0.014
S 2.837 1.282 -0.886 0.24 -0.13 -0.41 0.001
O -1.075 1.672 1.772 0.05 1.02 0.45 0.036
O 1.053 0.034 2.032 0.45 0.06 0.50 0.015
O -1.146 1.195 -0.780 -0.75 1.73 -1.89 0.018
O 1.413 1.149 -0.425 -0.10 0.18 -0.11 0.006
O 1.449 -2.057 0.295 0.09 -0.10 -0.09 0.022
O -0.399 -1.224 -1.152 0.06 -0.24 -0.70 0.033
C 2.890 0.163 -3.352 0.07 0.00 -0.02 0.000
C -4.956 -1.617 2.284 0.03 -0.01 0.09 0.034
C -1.335 2.567 -0.427 -0.10 0.36 0.35 0.009
C -3.881 -0.422 0.478 0.33 -0.28 0.37 0.028
C -0.688 2.775 0.943 -0.08 0.21 -0.24 0.008
C 0.520 -3.094 0.014 -0.10 0.20 -0.06 0.005
C -0.430 1.632 3.042 0.29 -0.08 0.25 0.009
C 2.814 2.389 -2.356 0.23 -0.05 0.11 0.000
C 3.207 -0.195 -1.907 -0.03 0.22 0.03 0.001
C -5.040 -0.886 1.101 -0.12 0.03 -0.08 -0.005
C 2.304 -0.658 2.007 -0.02 -0.29 -0.10 0.004
C -1.153 -0.675 -2.234 -0.12 0.14 -0.02 0.003
C 2.082 -2.097 1.560 -0.16 0.22 0.06 0.001
C -3.699 -1.872 2.822 0.02 -0.09 0.10 -0.005
C -1.047 0.847 -2.155 0.05 -0.29 -0.32 0.009
C 3.373 1.599 -3.533 -0.07 -0.07 -0.06 0.000
C -2.581 -0.664 0.957 -2.11 -0.47 0.49 0.007
C 1.016 1.138 2.935 -0.16 0.22 -0.06 0.004
C -0.289 -2.643 -1.207 0.42 -0.11 0.09 0.008
C -2.589 -1.396 2.145 -0.48 0.13 -0.43 0.030
H -2.404 2.782 -0.392 -0.02 -0.10 -0.09 0.001
H 2.746 -0.664 3.006 -0.02 0.03 0.02 0.000
H 3.043 -2.617 1.497 0.02 0.03 0.04 0.000
H -0.848 3.220 -1.154 0.00 -0.04 -0.03 0.000
H -1.860 1.307 -2.719 -0.03 -0.03 0.01 0.000
H 1.768 2.662 -2.494 -0.05 -0.06 0.07 0.000
H 4.271 -0.403 -1.773 -0.01 -0.01 0.02 0.000
H -0.143 -3.240 0.868 0.01 -0.01 0.07 0.002
H 4.464 1.624 -3.514 0.00 0.00 -0.03 0.000
H 3.386 -0.516 -4.044 -0.05 -0.03 0.01 0.000
H -0.745 -1.029 -3.185 -0.01 0.05 -0.01 0.000
H -0.450 2.612 3.525 -0.01 0.02 -0.06 0.001
H 1.341 0.824 3.931 0.03 0.01 -0.01 0.000
H -2.195 -0.989 -2.151 0.00 -0.02 0.04 0.000
H -0.085 1.187 -2.545 0.01 0.08 0.12 0.001
H -1.028 3.710 1.394 -0.05 0.01 -0.08 0.001
H 3.388 3.286 -2.130 -0.05 0.00 0.06 0.000
H 3.050 2.024 -4.483 0.02 0.05 0.02 0.000
H -1.017 0.939 3.638 -0.03 0.00 -0.01 0.001
H 0.226 -2.914 -2.133 -0.03 0.04 -0.02 0.001
H 2.991 -0.148 1.329 0.01 0.06 0.01 0.000
H 1.029 -4.040 -0.197 -0.04 -0.01 -0.05 0.000
H 1.690 1.928 2.585 0.01 -0.05 -0.05 0.000
H -1.280 -3.106 -1.199 0.00 0.00 0.00 0.000
H 2.613 -1.005 -1.488 0.03 0.01 0.10 0.000
H 1.456 -2.616 2.290 0.00 -0.05 -0.02 0.000
H 1.813 0.095 -3.529 0.00 0.01 -0.01 0.000
H 0.394 2.787 0.824 0.04 0.01 0.08 0.000
```
Positions in Å, forces in eV/Å.

The total charge is +1. Its expectation value of S² is 2.007. The multiplicity is 3.



No. 4
Computed, not measured: a molecular structure, C20H28CsN7O7P2, with wB97M-V/def2-TZVPD.

Geometry as XYZ:
```
65
Properties=species:S:1:pos:R:3:forces:R:3:lowdin_charge:R:1
Cs 0.112 -1.123 -0.270 -0.32 2.86 3.09 1.326
P -0.908 -4.000 -1.353 -0.07 -1.26 0.04 0.128
P 1.798 -3.554 -2.094 0.87 -1.12 -1.22 0.256
O 3.170 -4.235 -1.658 -0.04 -0.17 0.15 -0.091
O -0.946 -2.604 -1.860 -1.07 -1.30 -1.43 -0.678
O 0.740 -4.428 -1.313 -0.56 0.70 -0.02 -0.261
O 1.819 -2.118 -1.767 1.31 -0.59 -0.80 -0.588
O 1.696 -3.952 -3.615 0.36 -0.48 1.68 -0.110
O -1.459 -4.359 -0.038 0.11 0.06 0.05 -0.289
O -1.404 -4.996 -2.516 -0.06 -0.07 0.23 -0.120
N 0.711 -2.266 -5.232 -0.11 0.37 -0.24 -0.076
N 1.381 0.905 4.753 -0.10 0.10 0.16 0.154
N 1.267 0.573 2.558 -0.23 0.27 -0.03 0.139
N -1.041 2.468 2.467 0.14 -0.07 -0.25 -0.043
N -3.711 4.634 1.189 -0.04 0.06 0.18 0.154
N -2.242 3.470 -0.011 0.16 0.01 0.07 0.172
N -0.500 0.271 -4.539 -0.03 0.08 0.06 -0.063
C -1.734 3.742 2.408 0.03 -0.05 0.09 -0.165
C -3.419 3.787 -2.219 -0.12 0.00 -0.07 -0.014
C 1.512 -1.113 -4.788 -0.05 0.38 -0.15 -0.184
C -5.478 5.064 -2.039 -0.06 0.02 0.05 -0.100
C -0.709 -2.169 -4.844 -0.21 0.08 -0.08 -0.177
C 0.851 1.302 3.558 0.05 -0.27 -0.10 -0.303
C -0.049 2.494 3.519 -0.01 0.06 0.06 -0.167
C 2.881 -1.375 2.525 -0.06 0.04 0.11 -0.021
C -2.552 3.908 1.173 -0.04 -0.12 -0.14 -0.316
C 3.669 -2.159 3.348 0.05 -0.08 -0.22 -0.085
C -5.317 5.241 -0.678 -0.06 0.06 0.05 -0.029
C -4.191 4.669 -0.102 0.16 -0.15 -0.29 -0.197
C 0.847 0.223 -5.107 -0.02 -0.21 0.09 -0.208
C 2.125 -0.366 3.119 0.08 0.06 0.29 -0.231
C -4.542 4.350 -2.796 0.05 -0.03 -0.11 -0.096
C -1.321 -0.798 -5.114 0.21 -0.10 0.03 -0.201
C -3.250 3.937 -0.847 -0.10 0.06 0.16 -0.223
C 3.719 -1.960 4.731 0.01 -0.01 0.09 -0.093
C 2.987 -0.960 5.338 -0.02 0.03 0.10 -0.023
C 2.202 -0.170 4.510 0.11 -0.14 -0.33 -0.195
H 0.771 -2.339 -6.241 0.09 -0.09 -0.03 0.131
H -6.037 5.801 -0.094 0.01 -0.02 -0.01 0.106
H -1.036 4.595 2.465 -0.02 0.00 0.01 0.128
H -4.137 5.047 1.998 -0.01 -0.01 0.03 0.158
H -1.260 -2.961 -5.354 0.03 -0.02 0.00 0.128
H 2.505 -1.192 -5.234 0.01 -0.02 0.01 0.127
H 0.762 0.363 -6.189 0.02 0.07 0.00 0.114
H -0.612 2.253 1.572 -0.06 0.07 0.03 0.101
H -1.606 -5.852 -2.108 -0.02 0.19 -0.19 0.084
H -6.348 5.482 -2.528 0.02 0.01 0.00 0.099
H -2.705 3.250 -2.823 0.12 -0.11 0.03 0.110
H 4.346 -2.601 5.336 0.00 0.00 -0.01 0.102
H -1.407 -0.608 -6.189 -0.05 0.03 0.01 0.113
H 1.200 1.322 5.648 -0.06 0.02 0.01 0.161
H 2.861 -1.531 1.457 0.04 -0.03 -0.09 0.092
H -0.581 2.544 4.475 0.05 0.04 0.05 0.125
H -0.402 0.069 -3.543 -0.16 0.17 -0.10 0.094
H 3.026 -0.803 6.409 0.01 0.01 -0.01 0.108
H 1.439 1.047 -4.702 0.01 -0.02 -0.05 0.114
H 1.625 -1.182 -3.704 0.07 -0.04 -0.09 0.087
H 4.272 -2.943 2.910 -0.03 -0.01 -0.01 0.104
H -0.782 -2.356 -3.773 0.05 -0.06 -0.15 0.068
H -2.321 -0.754 -4.677 0.00 0.00 -0.07 0.117
H 0.589 3.395 3.472 0.00 -0.02 -0.01 0.129
H -2.392 3.813 3.280 0.00 0.06 0.03 0.124
H 1.321 -3.308 -4.290 -0.49 0.44 -0.80 0.004
H -4.698 4.235 -3.861 -0.01 0.03 0.03 0.100
H 3.188 -5.174 -1.896 0.05 0.22 0.07 0.091
```
Positions in Å, forces in eV/Å.

The multiplicity is 1.



Let's list largest force on an atom in order: 1.1; 0.4; 3.4; 4.2 eV/A.
Let's list relative energy (zero: lowest compared OMol25 entry of this formula, charge and spin) in order: 0.000; 0.886; 0.800; 1.598 eV.